1.
A molecular structure, C34H38MnN5O6PS2 at a distorted geometry, computed with ωB97M-V with the def2-TZVPD basis set.

Values from the calculation:
Molecular weight = 762.75 g/mol
Electronic energy = -4332.61487 a.u.
Kohn-Sham gap (spin up / spin down) = 5.71 / 6.47 eV
HOMO level (spin up / spin down) = -4.1 / -4.2 eV
Spin multiplicity = 5
Total charge = -1
Energy relative to the best compared isomer or geometry (same formula, charge and spin) = 59.9 kJ/mol
Maximum force = 1.33 eV/Å

The geometry in XYZ format:
```
87
C34H38MnN5O6PS2 (ωB97M-V with the def2-TZVPD basis set)
Mn -0.19 -0.65 -1.07
O -3.99 -1.23 0.03
C -3.22 -0.66 -0.73
O -2.01 -1.05 -0.96
C -3.68 0.55 -1.51
C -5.07 0.71 -1.58
C -5.66 1.76 -2.27
C -4.84 2.68 -2.90
C -3.46 2.55 -2.83
C -2.83 1.50 -2.13
S -1.07 1.58 -2.10
H -5.68 -0.03 -1.07
H -6.74 1.85 -2.31
H -5.27 3.51 -3.46
H -2.82 3.27 -3.33
C 0.07 -1.52 -3.05
C -0.61 -0.96 -4.23
C -1.75 -1.58 -4.75
C -2.36 -1.11 -5.90
C -1.83 -0.01 -6.56
C -0.71 0.64 -6.04
C -0.11 0.16 -4.89
C -2.43 0.46 -7.80
N -2.90 0.82 -8.79
H 1.15 -1.45 -3.10
H -0.25 -2.53 -2.79
H -2.16 -2.43 -4.22
H -3.24 -1.60 -6.30
H -0.32 1.52 -6.54
H 0.75 0.67 -4.48
O 3.30 0.81 -1.98
C 3.06 -0.29 -1.54
N 1.91 -0.65 -0.85
S 2.06 -2.12 -0.18
O 2.51 -2.13 1.19
O 0.85 -2.85 -0.48
C 3.45 -2.62 -1.15
C 4.04 -3.86 -1.30
C 5.17 -3.93 -2.11
C 5.69 -2.79 -2.72
C 5.08 -1.55 -2.55
C 3.95 -1.49 -1.76
H 3.64 -4.74 -0.81
H 5.65 -4.89 -2.27
H 6.57 -2.87 -3.35
H 5.45 -0.65 -3.03
O -0.02 -0.34 1.08
P 0.04 0.47 2.33
N 1.05 -0.09 3.50
C 2.52 -0.01 3.28
C 3.08 -1.28 3.93
C 2.01 -1.68 4.95
C 0.72 -1.37 4.19
N -1.45 0.45 3.01
C -1.75 1.08 4.32
C -2.78 0.16 4.96
C -3.49 -0.48 3.75
C -2.36 -0.71 2.76
N 0.62 1.98 2.11
C 1.16 2.48 0.81
C 1.51 3.93 1.13
C 1.90 3.89 2.61
C 0.87 2.94 3.21
H 2.91 0.89 3.75
H 2.77 0.03 2.21
H 4.06 -1.11 4.38
H 3.18 -2.06 3.18
H 2.06 -1.04 5.83
H 2.07 -2.72 5.27
H -0.14 -1.24 4.84
H 0.51 -2.17 3.47
H -2.17 2.08 4.17
H -0.85 1.19 4.93
H -3.46 0.70 5.62
H -2.29 -0.62 5.55
H -4.21 0.22 3.32
H -4.01 -1.40 3.99
H -2.70 -0.73 1.73
H -1.86 -1.67 2.97
H 0.42 2.41 0.02
H 2.05 1.92 0.51
H 0.63 4.57 0.99
H 2.31 4.29 0.49
H 1.88 4.87 3.10
H 2.90 3.47 2.72
H -0.05 3.48 3.46
H 1.22 2.43 4.11
```

2.
A molecular structure, C34H39ClN4O2P2Ti at a distorted geometry, computed with ωB97M-V with the def2-TZVPD basis set.

Values from the calculation:
Molecular weight = 680.98 g/mol
Electronic energy = -3680.09009 a.u.
Kohn-Sham gap = 5.06 eV
HOMO level = -12.9 eV
Total charge = +2
Maximum force = 4.17 eV/Å

The geometry in XYZ format:
```
83
C34H39ClN4O2P2Ti (ωB97M-V with the def2-TZVPD basis set)
Ti -1.48 -1.51 -1.41
C -1.35 -4.19 -4.78
C -0.50 -3.21 -5.08
C -0.78 -2.13 -6.11
C -2.21 -1.59 -5.91
C -2.66 -1.50 -4.48
C -3.08 -2.34 -3.51
C -3.61 -3.72 -3.82
C -2.81 -4.41 -4.94
C -3.02 -0.39 -0.50
H -0.90 -5.11 -4.42
H 0.53 -3.19 -4.71
H -0.66 -2.54 -7.14
H -0.01 -1.34 -6.02
H -2.20 -0.57 -6.29
H -2.91 -2.13 -6.55
H -2.82 -0.44 -4.28
H -3.40 -1.93 -2.52
H -4.66 -3.65 -4.13
H -3.61 -4.36 -2.94
H -3.00 -5.48 -4.86
H -3.16 -4.07 -5.89
H -3.33 -1.20 0.19
H -3.88 0.07 -0.99
H -2.54 0.41 0.09
P -0.65 0.65 -2.82
P 1.68 -1.88 -1.70
N -2.14 1.68 -3.72
N 0.20 2.10 -2.37
N 0.96 -3.48 -1.89
N 3.29 -2.31 -1.27
C 0.67 -0.07 -3.83
C 1.75 -1.16 -3.41
C -3.43 1.23 -3.51
C -4.36 1.95 -4.28
C -3.65 3.01 -4.85
C -2.31 2.85 -4.47
C -0.46 2.94 -1.46
C -0.16 4.25 -1.73
C 0.75 4.25 -2.86
C 0.94 2.94 -3.23
C -0.43 -3.58 -1.28
C -0.89 -4.88 -1.72
C 0.13 -5.56 -2.37
C 1.27 -4.70 -2.43
C 4.25 -2.98 -2.01
C 5.42 -3.07 -1.26
C 5.15 -2.47 0.00
C 3.86 -2.00 -0.01
H 1.20 0.72 -4.35
H 0.01 -0.55 -4.56
H 1.72 -1.99 -4.15
H 2.76 -0.71 -3.48
H -3.61 0.37 -2.92
H -5.42 1.69 -4.39
H -4.06 3.80 -5.47
H -1.52 3.51 -4.72
H -1.08 2.48 -0.71
H -0.46 5.10 -1.16
H 1.26 5.11 -3.28
H 1.58 2.53 -3.99
H -0.35 -3.51 -0.18
H -1.91 -5.25 -1.59
H 0.07 -6.55 -2.82
H 2.27 -4.98 -2.70
H 4.05 -3.32 -3.01
H 6.33 -3.51 -1.59
H 5.83 -2.39 0.83
H 3.27 -1.46 0.71
Cl 2.94 -0.18 5.75
C 1.95 -0.33 4.36
C 2.12 0.56 3.28
C 1.33 0.40 2.13
C 0.39 -0.63 2.09
C 0.17 -1.46 3.20
C 0.96 -1.34 4.35
C -0.34 -0.94 0.85
O -0.11 -0.26 -0.20
O -1.23 -1.85 0.76
H 2.86 1.37 3.41
H 1.43 1.05 1.27
H -0.61 -2.22 3.13
H 0.78 -1.99 5.23
```

3.
A molecular structure, C34H39GaN2O4 at a distorted geometry, computed with ωB97M-V with the def2-TZVPD basis set.

Values from the calculation:
Molecular weight = 609.42 g/mol
Electronic energy = -3654.19321 a.u.
Kohn-Sham gap = 8.22 eV
HOMO level = -7.7 eV
Energy relative to the best compared isomer or geometry (same formula, charge and spin) = 0.0 kJ/mol
Maximum force = 2.28 eV/Å

The geometry in XYZ format:
```
80
C34H39GaN2O4 (ωB97M-V with the def2-TZVPD basis set)
O -1.59 -2.31 -4.91
C -2.12 -3.70 -4.85
C -2.22 -3.87 -6.36
H -3.10 -3.72 -4.34
H -1.41 -4.39 -4.36
C -1.69 -2.42 -6.36
H -3.24 -3.99 -6.71
H -1.53 -4.61 -6.78
C -2.75 -1.49 -6.93
H -3.67 -1.58 -6.35
H -2.93 -1.76 -7.98
H -2.41 -0.45 -6.90
C -0.34 -2.26 -7.04
H 0.40 -2.93 -6.56
H 0.02 -1.22 -6.94
H -0.44 -2.52 -8.10
Ga 0.62 0.45 -0.41
C 3.87 0.72 0.15
C 3.00 -0.21 0.74
C 2.34 -0.95 -0.33
H 2.88 -0.42 1.80
C 2.95 -0.49 -1.58
C 3.85 0.53 -1.27
H 4.50 1.05 -1.97
H 4.51 1.42 0.69
H 1.90 -1.94 -0.19
H 2.75 -0.92 -2.56
C 0.32 3.71 -0.25
C 1.19 3.08 -1.14
C 0.45 2.04 -1.85
H 2.22 3.35 -1.37
C -0.94 2.12 -1.34
C -0.99 3.17 -0.40
H -1.89 3.57 0.07
H 0.58 4.54 0.41
H 0.74 1.61 -2.81
H -1.78 1.58 -1.78
O -1.13 -1.08 -1.20
C -0.55 -1.37 -2.52
C -0.08 -2.82 -2.42
H 0.25 -0.65 -2.79
H -1.35 -1.22 -3.26
C -1.32 -3.41 -1.73
H 0.80 -2.88 -1.76
H 0.16 -3.25 -3.39
C -1.63 -2.36 -0.67
H -1.20 -4.43 -1.36
H -2.16 -3.41 -2.45
H -1.12 -2.57 0.29
H -2.71 -2.22 -0.46
O -1.33 -1.15 1.64
C -0.73 -0.21 2.15
N -0.81 0.18 3.47
C 0.08 1.26 3.80
C 0.67 1.58 2.43
O 1.51 2.45 2.22
N 0.18 0.66 1.52
C -0.70 2.40 4.45
C -1.05 3.55 3.74
C -1.74 4.59 4.39
C -2.11 4.46 5.73
C -1.81 3.28 6.42
C -1.11 2.25 5.78
C 1.22 0.78 4.72
C 2.04 1.70 5.38
C 3.07 1.25 6.21
C 3.31 -0.12 6.35
C 2.51 -1.04 5.68
C 1.46 -0.59 4.85
H -1.56 -0.19 4.05
H -0.75 3.67 2.69
H -1.98 5.50 3.85
H -2.63 5.27 6.25
H -2.10 3.15 7.46
H -0.85 1.33 6.32
H 1.86 2.77 5.24
H 3.70 1.98 6.73
H 4.12 -0.47 7.00
H 2.69 -2.11 5.76
H 0.83 -1.31 4.32
```

4.
6 unconnected molecules or ions with the total composition C34H39N4O6 at a distorted geometry, computed with ωB97M-V with the def2-TZVPD basis set.

Values from the calculation:
Molecular weight = 599.71 g/mol
Electronic energy = -1988.80475 a.u.
Kohn-Sham gap = 7.51 eV
HOMO level = -10.2 eV
Total charge = +1
Energy relative to the best compared isomer or geometry (same formula, charge and spin) = 910.4 kJ/mol
Maximum force = 18.37 eV/Å

The geometry in XYZ format:
```
83
C34H39N4O6 (ωB97M-V with the def2-TZVPD basis set)
C 1.29 0.31 -1.46
C 0.08 1.00 -2.18
N -0.80 1.49 -1.13
C -1.13 2.85 -0.92
C -2.08 2.83 0.12
N -2.28 1.47 0.60
C -1.47 0.69 -0.14
C -3.22 0.92 1.57
H 1.14 -0.76 -1.11
H 1.20 1.05 -0.62
H 2.15 0.39 -2.45
H -0.50 0.34 -2.63
H 0.22 1.83 -2.95
H -0.88 3.70 -1.56
H -2.53 3.49 0.77
H -1.37 -0.42 -0.16
H -3.05 -0.11 1.66
H -4.33 0.98 1.19
H -3.30 1.66 2.44
N 2.11 4.48 -0.34
C 3.02 3.67 -0.91
C 3.29 3.47 -2.26
C 2.71 4.44 -3.19
C 1.76 5.27 -2.71
C 1.55 5.34 -1.36
H 3.60 3.19 -0.16
H 3.85 2.62 -2.59
H 3.15 4.54 -4.18
H 1.34 6.01 -3.55
H 0.89 6.08 -1.14
N -3.94 -2.99 -2.83
C -3.75 -3.54 -1.65
C -4.15 -3.10 -0.36
C -4.98 -1.97 -0.40
C -5.26 -1.42 -1.64
C -4.75 -2.04 -2.86
H -3.26 -4.49 -1.63
H -3.95 -3.71 0.44
H -5.30 -1.52 0.63
H -5.67 -0.33 -1.58
H -4.98 -1.60 -3.88
C 5.21 -0.37 -0.42
C 4.53 0.12 0.89
C 3.29 -0.55 1.31
C 2.96 -1.73 0.76
C 3.64 -2.13 -0.43
C 4.64 -1.38 -1.08
O 5.06 -1.84 -2.31
O 2.91 -0.34 2.56
H 6.09 0.14 -0.77
H 4.72 0.97 1.34
H 1.97 -2.11 1.07
H 3.22 -2.99 -1.03
H 5.63 -1.41 -2.62
H 1.96 -0.52 2.53
C -1.55 1.22 4.89
C -2.13 2.57 5.29
C -1.82 3.61 4.42
C -1.04 3.56 3.27
C -0.38 2.31 3.04
C -0.78 1.11 3.78
O -0.26 -0.13 3.51
O -2.33 4.83 4.71
H -1.81 0.53 5.57
H -2.79 2.45 6.18
H -0.71 4.32 2.65
H 0.24 2.13 2.03
H -0.94 -0.77 3.78
H -2.01 5.60 4.25
C 0.34 -4.78 0.52
C 0.97 -5.74 -0.38
C 1.03 -5.55 -1.73
C 0.40 -4.49 -2.41
C -0.05 -3.49 -1.51
C -0.17 -3.54 -0.16
O -0.78 -2.60 0.56
O 1.67 -6.44 -2.59
H 0.26 -4.88 1.61
H 1.25 -6.82 0.04
H 0.27 -4.40 -3.50
H -0.24 -2.64 -1.80
H -1.10 -2.84 1.46
H 2.24 -7.09 -2.17
```